Formula: C31H78CdN5O11
Source: the OMol25 dataset
Level of theory: the ωB97M-V functional and the def2-TZVPD basis

Values from the calculation:
Total charge: +1
Electronic energy (Eh): -2496.6043
E_LUMO (Eh): -0.131
Relative energy (zero: lowest compared OMol25 entry of this formula, charge and spin) (eV): 0.000
HOMO-LUMO gap (eV): 6.790
HOMO level (eV): -10.35

Last column: Löwdin charge in e.
Geometry (Å):
H -2.8036 -4.5474 4.4049  0.09
H 1.5364 -0.4600 -6.0630  0.07
C -0.2096 -1.1637 -3.9447  -0.10
C -2.7527 0.7991 -0.5281  -0.23
H -3.2774 -4.4481 1.8714  0.14
H -3.1431 2.5776 7.1656  0.09
H -0.4281 -2.0176 -1.5612  0.11
C -2.4450 -3.5514 4.1137  -0.11
H 0.3581 4.9658 -0.6654  0.09
H -0.7865 5.5313 3.0798  0.12
Cd 3.2321 0.1316 2.3470  1.46
C -1.2230 -2.3858 -2.2300  -0.23
H 3.0214 -3.6440 3.1185  0.14
C 3.6314 0.6506 -4.7227  -0.23
H 0.4195 2.6035 4.8945  0.13
C -1.6322 -3.8874 0.5728  -0.21
O 1.8138 0.0936 0.8912  -0.47
H 3.2973 1.6037 -5.1499  0.13
H 2.9602 -0.6984 -8.5834  0.12
H 5.4525 -3.0999 2.5602  0.13
H -3.1679 -3.1743 -0.5807  0.11
C 0.4865 4.2917 1.9125  -0.25
C -0.0724 4.0024 -0.3655  -0.10
H 4.4103 -0.4761 -6.4040  0.12
N -1.1070 3.5644 3.6935  -0.03
C 3.5081 -2.7251 3.4563  -0.19
H -2.2202 1.3785 -2.5069  0.12
O 2.8796 0.2583 -3.5949  -0.19
H 0.2459 0.7231 -0.2973  0.06
H -2.0496 1.5545 -0.1221  0.11
H -0.1297 -0.6265 0.7516  0.06
H 6.3666 1.3982 2.0155  0.13
H 1.1249 5.1268 1.5904  0.13
O -5.3394 1.0890 2.8428  -0.17
H -3.3216 -2.8978 4.0205  0.08
N -3.8853 0.6482 0.3681  -0.02
H -2.0088 3.6668 6.3558  0.08
H 0.9055 -1.8782 -9.2040  0.13
H -1.1427 -4.8627 0.6483  0.13
O -0.7153 -2.4109 -3.5517  -0.18
C 1.2633 -1.9406 3.9625  -0.03
C -4.8219 2.4417 -2.9974  -0.11
H -2.0611 -1.6734 -2.1737  0.11
H -2.6906 -0.4907 1.6441  0.10
H -4.0345 -0.2931 3.6143  0.11
C 2.3374 -1.1061 -7.7854  -0.22
C -3.1306 1.1558 -1.9388  -0.22
H -2.8776 1.2014 2.1333  0.11
H 0.5478 -0.2966 -8.6374  0.13
O -1.7004 -3.5751 2.9232  -0.21
H 2.5126 0.7049 -1.6365  0.07
H -2.1774 -0.1337 -0.5579  0.09
H -0.2471 -3.6822 -8.0717  0.09
H -0.5290 -3.4430 -6.3403  0.09
O -1.6563 1.6367 6.1048  -0.18
H -3.7004 0.3270 -2.3745  0.12
H -2.3607 -4.0879 -2.7080  0.12
C -4.5228 -0.0213 2.6555  -0.27
H 0.6393 3.1866 -0.5327  0.08
H 0.4792 -0.7459 -3.1950  0.08
H 3.3700 3.0776 1.0796  0.08
H -4.3579 1.5464 0.3627  0.12
H -6.6684 -0.0495 3.9604  0.09
C -0.3508 2.3802 4.1541  -0.21
H -0.8873 -4.4934 -1.8961  0.13
H -4.9858 3.5026 -3.1866  0.09
H 4.6928 0.7892 -4.4511  0.12
H 5.3746 -1.0116 0.4114  0.13
H 4.1999 -2.5823 1.4366  0.13
H -5.0398 -0.9343 2.3237  0.13
H 0.0825 1.9001 3.2566  0.08
C 5.8519 -0.5703 1.2884  -0.16
H 0.5601 4.8876 3.9803  0.12
H 0.0126 0.9712 1.4491  0.04
N 5.0734 -0.9909 2.5128  -0.15
C -0.1932 4.6262 3.2331  -0.19
H 6.4001 1.2475 0.2569  0.14
H 4.0135 1.3374 -2.2508  0.08
C 4.6212 -2.4054 2.4274  -0.17
H 3.9226 -2.9026 4.4536  0.13
C 0.9228 -1.2625 -8.2892  -0.24
O 0.0377 -1.7744 -7.3244  -0.20
H -5.6519 1.0833 4.8893  0.09
H -3.0450 -2.7052 1.6621  0.11
O 4.5023 1.3885 1.0652  -0.34
C -1.7157 -3.7812 -1.8778  -0.20
C -2.5157 -3.6679 1.7705  -0.23
H -4.3837 2.0379 -3.9196  0.09
H 4.5539 2.9986 -0.2406  0.10
H -1.4951 3.2415 2.8059  0.09
C 3.5229 -0.4220 -5.7732  -0.21
H -0.8475 -3.1150 0.5405  0.11
N 2.3457 -0.2152 -6.6263  -0.05
H -0.7690 0.3953 4.8781  0.10
H 6.8503 -1.0074 1.3326  0.14
H -5.7808 1.9418 -2.8346  0.09
C 5.8657 0.9358 1.1560  -0.19
H 1.1402 -3.5235 -6.9414  0.08
H 5.1014 3.3545 1.4148  0.10
H 0.3651 -1.3057 -4.8587  0.06
C -1.2837 1.3522 4.7728  -0.22
H 3.4258 -1.4004 -5.2754  0.13
H 2.7383 -2.0944 -7.5019  0.11
H 0.7496 -2.5636 3.2264  0.09
O -0.5234 4.0344 0.9677  -0.20
C 0.1269 -3.1874 -7.1707  -0.09
H -1.7954 -3.1975 4.9142  0.08
C 4.3846 2.7884 0.8163  -0.05
H -1.0045 -0.4316 -4.1333  0.10
H 0.7323 -1.0024 4.0708  0.07
H -6.9944 1.6822 3.8748  0.09
C -2.5517 2.7205 6.2628  -0.11
C -6.2015 0.9421 3.9506  -0.10
C -3.4100 0.3299 1.7021  -0.22
H 2.4101 2.0862 -2.6994  0.09
O 2.5866 -1.6514 3.4683  -0.34
H 1.3161 -2.4897 4.9023  0.10
H 5.7198 -0.9395 3.2950  0.13
C 2.9633 1.1534 -2.5308  -0.13
H -0.9515 3.8558 -0.9938  0.09
C 0.4653 0.3060 0.6960  -0.31
H -2.1799 1.2512 4.1472  0.10
H -3.2209 2.8262 5.4048  0.08
H 1.1487 3.4154 2.0448  0.10
N -2.4506 -3.8888 -0.6375  -0.06
O -3.9538 2.3115 -1.8927  -0.19

Forces on the atoms, in the same order (eV/Å):
0.0 0.0 -0.2
0.0 0.2 -0.2
0.4 0.4 0.0
0.7 0.1 0.4
0.1 -0.1 0.0
0.1 -0.2 0.0
-0.1 -0.1 0.1
-0.3 -0.1 0.3
0.2 -0.1 0.1
0.0 0.0 0.0
-1.9 0.6 -0.4
0.2 0.2 -0.2
-0.1 0.0 0.1
0.8 0.1 -0.2
0.0 0.4 -0.1
-0.1 -0.1 -0.6
0.6 0.2 0.0
-0.2 0.0 0.1
0.1 0.0 0.0
0.0 0.0 0.0
0.0 0.0 -0.1
0.3 0.1 0.2
-0.3 0.1 -0.2
0.1 0.3 0.0
1.1 -0.2 -0.2
0.5 -0.1 -0.3
-0.1 -0.2 -0.2
-0.2 -0.1 -0.1
0.2 0.1 0.1
-0.1 0.0 -0.2
0.2 0.0 0.0
-0.1 0.1 0.0
-0.1 0.0 0.0
-0.4 0.2 -0.2
0.1 0.1 0.1
0.2 -0.3 -0.5
0.0 -0.1 0.0
0.1 -0.2 0.2
0.1 0.1 0.1
-0.1 -0.3 0.3
0.0 -0.7 -0.5
0.1 0.1 -0.5
0.0 -0.1 0.0
-0.1 -0.1 0.0
-0.1 0.0 -0.1
0.0 -0.2 0.6
-0.6 0.2 0.3
0.1 -0.2 0.0
-0.1 0.1 0.4
0.3 -0.2 0.0
-0.1 -0.2 -0.2
-0.1 0.0 0.0
0.2 -0.1 0.0
0.1 0.0 0.0
-0.1 -0.1 0.1
0.2 0.0 -0.2
-0.1 0.0 0.1
1.0 -0.6 0.6
0.1 0.0 0.0
-0.1 -0.1 0.0
0.0 0.0 0.0
-0.3 -0.2 0.2
0.0 0.0 0.0
-0.6 -0.3 -0.5
0.0 0.1 0.2
-0.1 0.0 0.2
-0.2 -0.1 0.2
-0.2 0.1 0.1
0.1 0.2 -0.1
-0.4 0.3 -0.1
0.4 -0.1 0.4
-0.3 -0.5 0.2
-0.1 -0.3 0.1
0.0 0.1 -0.2
1.3 -0.7 -0.6
-0.3 0.3 -0.1
0.0 -0.1 0.0
-0.1 0.3 -0.2
-0.6 -0.2 0.3
-0.1 0.1 0.0
0.0 0.1 -1.1
0.1 -0.1 0.2
0.0 0.0 0.0
-0.1 -0.2 -0.1
1.3 0.2 0.0
-0.2 -0.1 -0.6
-0.1 0.6 0.2
0.1 -0.1 0.1
0.0 -0.1 0.0
-0.7 0.2 0.3
-0.7 -0.5 -0.4
0.0 0.0 0.2
0.2 0.0 0.0
0.0 -0.1 -0.4
0.1 0.3 0.0
0.0 0.0 0.1
0.0 0.2 -0.1
0.0 0.0 -0.1
0.0 -0.1 0.1
-0.2 -0.1 0.0
-0.1 0.2 0.6
0.3 0.1 0.1
0.0 0.0 -0.2
-0.1 0.1 0.1
0.0 0.0 0.1
-0.4 0.3 0.0
0.0 0.1 0.0
-0.1 0.3 -0.2
-0.1 -0.1 0.0
0.1 0.1 0.1
0.1 0.1 0.0
0.0 0.5 -0.1
-0.1 -0.1 0.0
-0.2 0.7 0.0
0.3 0.1 -0.3
-0.1 -0.3 0.7
0.1 0.2 0.1
-0.2 0.3 0.2
-0.1 -0.1 0.9
0.0 -0.2 0.0
-0.9 -0.2 0.3
0.1 -0.2 0.0
0.0 -0.1 0.0
-0.1 0.0 -0.2
0.0 0.0 0.4
0.1 0.0 0.0